# 1
C7H6N2O2 | ωB97M-V/def2-TZVPD

The geometry in XYZ format:
```
17
Properties=species:S:1:pos:R:3:forces:R:3
O 1.5240 -2.2489 -2.0241 -2.1265 1.2541 1.5180
C 0.7646 -1.5302 -1.3169 5.0459 -3.1791 -1.0302
N -0.3152 -0.8764 -1.7402 -0.3590 0.1831 -0.0263
C -0.6449 0.0353 -0.7072 0.3439 0.9588 0.1212
C -1.3949 1.1864 -0.7754 -0.7011 -0.4480 -1.8019
C -1.5618 2.0547 0.2679 1.0846 -2.1638 1.9469
C -0.8688 1.7026 1.4284 -0.9512 0.6046 -0.3325
C 0.0532 0.6301 1.5034 0.0670 1.3576 1.0663
O 0.8556 0.6018 2.6626 -0.3449 -0.9940 -1.1257
C 0.2138 -0.2222 0.4035 -1.0133 1.2405 0.2851
N 1.0817 -1.2160 0.0223 -0.0609 -0.6118 -0.4908
H -0.5342 -1.0764 -2.7459 -0.2149 1.0515 1.6502
H -1.8334 1.3916 -1.7213 -0.6316 0.1069 -0.6963
H -2.3339 2.7583 0.4494 -0.4100 0.8503 -0.9000
H -1.2595 2.3780 2.2166 1.3951 -0.9508 0.4379
H 0.2863 0.8599 3.3936 0.0754 0.0741 0.0460
H 1.9045 -1.6277 0.5038 -1.1985 0.6660 -0.6679
```
Forces are in eV/Å.

Computed properties:
LUMO level in eV: 0.659
HOMO in eV: -8.41
Kohn-Sham gap in eV: 9.07
Energy relative to the best compared isomer or geometry (same formula, charge and spin) in kcal/mol: 21.5
Structure (SMILES): O=c1[nH]c2cccc(O)c2[nH]1
Total energy in Eh: -530.336841

# 2
C3H3N2S | ωB97M-V/def2-TZVPD

The geometry in XYZ format:
```
9
Properties=species:S:1:pos:R:3:forces:R:3
C 1.4470 -1.3886 0.7092 0.1866 1.1449 -2.6179
C 0.7557 -1.0763 -0.2458 1.8546 -1.9840 -0.1377
C -0.8012 0.8452 -0.1196 0.2972 -0.8283 -2.1857
N 0.4008 -0.7927 -1.4629 -1.6390 -1.1662 1.1807
N -0.3994 0.2578 -1.2953 0.4385 3.1701 1.2744
S -0.2758 1.2383 -2.5991 -0.6499 1.9468 -2.5155
H -1.1961 0.2147 0.6457 0.2139 -0.1131 0.5717
H 1.3440 -1.6636 1.6446 -0.0354 -1.3965 4.2260
H -0.7846 1.9401 -0.1700 -0.6666 -0.7737 0.2039
```
Forces are in eV/Å.

Computed properties:
LUMO level (alpha / beta) in eV: 4.097 / 4.098
HOMO (alpha / beta) in eV: -3.18 / -3.18
Kohn-Sham gap (alpha / beta) in eV: 7.27 / 7.28
Charge: -1
Energy relative to the best compared isomer or geometry (same formula, charge and spin) in kcal/mol: 127.4
Total energy in Eh: -623.655875

# 3
C34H64As2FN5O7Si4V | ωB97M-V/def2-TZVPD

The geometry in XYZ format:
```
118
Properties=species:S:1:pos:R:3:forces:R:3
V 0.0813 -0.7204 0.1786 -0.0213 0.0584 -0.4481
C 3.0881 3.1834 -2.3476 0.0081 -0.0045 -0.0373
N 1.6690 3.2358 -2.0429 0.0055 0.0105 0.0737
C 0.9623 4.4726 -2.3272 -0.0141 0.0169 -0.0329
C 1.0410 2.1166 -1.6288 -0.0063 -0.0033 -0.0648
O 1.5923 1.0434 -1.4672 0.0035 -0.0108 -0.0180
C -0.4519 2.2451 -1.3801 0.0070 -0.0226 -0.0442
O -0.9443 0.9691 -0.9975 -0.0394 0.0635 0.1533
C -2.3317 1.0289 -0.7321 -0.0277 -0.0513 -0.0171
C -2.7896 -0.3817 -0.4299 0.1067 -0.1083 -0.0562
O -1.9446 -1.2609 -0.1987 -0.0448 0.0437 -0.0274
N -4.0943 -0.6370 -0.3999 0.0059 0.0958 0.1161
C -4.5243 -1.9967 -0.0791 -0.0220 0.0094 -0.0439
C -5.0851 0.3726 -0.7636 0.0077 -0.0389 -0.0300
H 3.2579 3.3889 -3.4068 -0.0010 -0.0085 -0.0056
H 3.4624 2.1922 -2.1126 -0.0016 -0.0020 0.0038
H 3.6253 3.9230 -1.7518 -0.0009 0.0047 -0.0002
H 0.3822 4.4077 -3.2531 0.0101 -0.0090 -0.0163
H 1.6969 5.2652 -2.4509 0.0020 -0.0008 0.0148
H 0.3080 4.7732 -1.5107 0.0112 -0.0176 -0.0068
H -0.9613 2.5601 -2.2978 0.0034 0.0307 -0.0039
H -0.6501 2.9685 -0.5855 0.0083 -0.0256 -0.0213
H -2.8648 1.4437 -1.5936 -0.0026 -0.0043 -0.0043
H -2.5191 1.6601 0.1480 -0.0110 0.0100 -0.0118
H -4.4240 -2.6545 -0.9422 -0.0269 0.0107 0.0038
H -5.5640 -1.9624 0.2373 0.0065 -0.0058 0.0208
H -3.9106 -2.3941 0.7268 0.0084 -0.0070 -0.0023
H -4.8932 1.3245 -0.2716 0.0127 0.0184 -0.0076
H -6.0618 0.0244 -0.4397 0.0011 0.0108 0.0065
H -5.1178 0.5301 -1.8435 -0.0129 0.0022 -0.0051
C -3.1366 0.7204 3.9383 0.0084 0.0405 -0.0448
As -1.7241 -0.0827 2.8419 0.1873 -0.1879 -0.1872
C -0.2902 0.3455 4.1009 -0.0559 0.0496 0.0453
C -2.1902 -1.9913 3.0945 -0.0098 0.0052 0.0589
C -3.4775 -2.3166 3.5179 -0.0080 -0.0342 0.0223
C -3.9479 -3.6243 3.4758 0.0181 -0.0065 0.0028
C -3.1335 -4.6370 3.0012 0.0240 0.0059 -0.0059
C -1.8409 -4.3357 2.5907 -0.0237 0.0056 0.0255
C -1.3620 -3.0335 2.6388 0.0391 -0.0079 -0.0424
As 0.4264 -2.5714 2.0225 -0.0436 0.0652 0.0481
C 1.3375 -2.4861 3.7542 -0.0029 -0.0392 0.0082
C 1.2913 -4.2004 1.4394 -0.0253 -0.0669 0.0432
H -3.2732 0.1603 4.8624 -0.0052 0.0119 0.0064
H -4.0758 0.7944 3.3953 -0.0321 -0.0105 0.0185
H -2.8022 1.7242 4.1958 -0.0102 0.0177 -0.0159
H -0.4912 -0.0134 5.1099 0.0069 -0.0183 -0.0084
H -0.2522 1.4354 4.0950 0.0040 0.0080 0.0557
H 0.6722 -0.0051 3.7452 -0.0024 0.0243 -0.0171
H -4.1499 -1.5476 3.8735 0.0117 0.0213 -0.0056
H -4.9561 -3.8420 3.8051 -0.0039 -0.0018 0.0019
H -3.4932 -5.6563 2.9476 -0.0132 0.0026 0.0039
H -1.2098 -5.1327 2.2180 0.0070 0.0012 -0.0026
H 1.5206 -3.5101 4.0785 0.0142 0.0111 0.0011
H 0.7225 -1.9866 4.4943 0.0021 -0.0125 0.0160
H 2.2864 -1.9611 3.6482 -0.0094 0.0120 -0.0086
H 0.8888 -5.0863 1.9279 0.0091 -0.0026 0.0091
H 2.3384 -4.0873 1.7199 -0.0164 -0.0128 -0.0225
H 1.2291 -4.2875 0.3633 -0.0539 -0.0580 -0.1244
N 2.2067 1.2306 1.6983 0.1924 -0.6492 -0.2730
C 1.7168 0.3815 1.0776 0.1542 0.1158 0.4131
H 2.0113 2.3150 2.1212 -0.3772 0.3349 -0.0048
F -4.7468 2.9429 1.8657 0.0399 0.0173 0.0047
C -3.7929 3.7660 1.3991 -0.0370 -0.0061 -0.0264
C -2.7094 4.0596 2.1203 0.0004 -0.0059 0.0346
N -1.7215 4.9001 1.6659 -0.0238 0.0383 0.0574
C -0.4250 4.8592 2.3327 0.0278 0.0724 -0.0085
C 0.2522 3.5051 2.0773 0.0703 -0.2518 -0.0340
O 1.4755 3.4386 2.4054 0.2516 0.4347 0.3001
O -0.4316 2.5957 1.6008 -0.2374 0.0392 -0.0317
C -1.7792 5.4381 0.3977 -0.0587 0.0027 -0.0497
O -0.9015 6.1205 -0.0861 0.0310 -0.0061 0.0087
N -2.9296 5.1308 -0.3112 0.0426 0.0351 -0.0130
C -3.9541 4.2618 0.0443 -0.0589 -0.0666 -0.0119
O -4.8418 3.9625 -0.7251 0.0317 0.0057 0.0184
H -2.5591 3.6432 3.1049 -0.0166 0.0049 0.0011
H -0.5639 5.0052 3.4048 0.0102 -0.0244 -0.0054
H 0.1897 5.6704 1.9563 0.0007 -0.0047 -0.0133
H -2.9741 5.5239 -1.2420 -0.0105 -0.0146 0.0277
C -2.2171 -4.0557 -1.8860 0.0150 -0.0056 0.0361
Si -0.3947 -4.2318 -2.3596 0.0465 -0.0299 0.0418
C -0.4026 -4.8347 -4.1545 -0.0651 -0.0416 0.0103
C 0.1311 -5.8051 -1.4268 0.0374 0.0090 -0.0759
Si 0.7747 -2.2005 -1.9466 -0.1790 -0.0511 0.1280
Si 3.0315 -2.6905 -2.2902 -0.0541 -0.0208 -0.0082
C 3.9170 -1.1725 -2.9713 0.0251 -0.0184 -0.0130
C 3.8865 -3.1454 -0.6657 0.0625 0.0080 -0.0102
C 3.3432 -4.1227 -3.4794 0.0246 0.0020 -0.0079
Si 0.1886 -1.2116 -4.0133 0.0144 -0.0026 0.0431
C -1.7033 -1.1567 -4.1699 0.0097 -0.0123 -0.0476
C 0.7306 0.5729 -4.3624 -0.0518 -0.0042 -0.0272
C 0.8695 -2.0727 -5.5546 0.0213 0.0474 -0.0575
H -2.7579 -4.9776 -2.1219 -0.0143 -0.0023 -0.0004
H -2.6951 -3.2287 -2.4139 0.0025 0.0040 -0.0149
H -2.3081 -3.8614 -0.8144 0.0048 -0.0140 -0.0028
H -0.8138 -5.8484 -4.1694 -0.0335 0.0056 -0.0120
H 0.5949 -4.8733 -4.5931 -0.0018 -0.0545 0.0492
H -1.0309 -4.2128 -4.7944 0.0228 -0.0071 -0.0085
H -0.3385 -6.6403 -1.9554 0.0284 -0.0280 0.0364
H -0.2328 -5.8347 -0.4007 -0.0001 0.0522 0.1048
H 1.2077 -5.9889 -1.4158 0.0103 0.0302 0.0062
H 3.6868 -0.2927 -2.3674 -0.0036 0.0059 0.0278
H 3.6054 -0.9642 -3.9979 -0.0047 0.0068 -0.0004
H 4.9995 -1.3297 -2.9722 0.0055 0.0265 -0.0096
H 3.5810 -2.4805 0.1465 0.0026 0.0192 -0.0192
H 4.9719 -3.0635 -0.7746 0.0041 -0.0270 0.0051
H 3.6590 -4.1733 -0.3732 -0.0121 0.0105 0.0042
H 2.9015 -3.9257 -4.4582 0.0088 -0.0005 -0.0018
H 2.9059 -5.0495 -3.0994 -0.0040 -0.0048 -0.0011
H 4.4151 -4.2900 -3.6198 0.0060 -0.0051 0.0026
H -2.1572 -0.8192 -3.2332 0.0017 0.0293 -0.0037
H -2.1212 -2.1381 -4.4023 -0.0153 0.0012 0.0148
H -2.0027 -0.4685 -4.9661 -0.0119 -0.0043 -0.0045
H 0.0725 1.3057 -3.8936 -0.0088 0.0149 0.0510
H 0.6514 0.7172 -5.4446 0.0108 0.0376 0.0064
H 1.7555 0.7822 -4.0596 0.0288 -0.0108 0.0152
H 0.6118 -3.1225 -5.6625 0.0278 0.0863 0.0095
H 1.9595 -1.9887 -5.5716 0.0078 0.0078 -0.0064
H 0.4921 -1.5378 -6.4323 0.0064 -0.0186 -0.0227
```
Forces are in eV/Å.

Computed properties:
LUMO level (alpha / beta) in eV: 0.112 / 0.112
HOMO (alpha / beta) in eV: -6.91 / -6.70
Kohn-Sham gap (alpha / beta) in eV: 7.03 / 6.81
Energy relative to the best compared isomer or geometry (same formula, charge and spin) in kcal/mol: 0.0
2S+1: 4
Total energy in Eh: -8807.941699